1.
C25H34NOSiTi | wB97M-V/def2-TZVPD

XYZ file:
```
63
Properties=species:S:1:pos:R:3
Ti 0.7498 0.5502 1.3264
Si 2.4211 -1.3921 1.8765
O 0.1693 -0.0749 -4.3321
N -1.0722 -1.5035 -3.1050
C -0.3873 -0.5800 3.0205
C -0.1954 -0.4569 -3.2222
C -3.3980 -0.1504 -2.1954
C 3.1073 -1.0529 3.6078
C 0.2594 0.1430 -1.8855
C -4.8504 -1.0945 -0.0014
C -1.1064 1.5044 2.3084
C 2.5227 1.3684 0.0787
C -0.2162 2.5604 -2.3862
C -0.3676 0.8233 3.3278
C -2.9500 -1.2744 -1.4926
C 2.6230 1.8965 1.4184
C 1.5937 -3.0927 1.8552
C 1.3149 1.8742 -0.5188
C -1.6878 -2.0200 -1.8864
C -1.5589 0.5382 1.3514
C 3.9180 -1.5716 0.7365
C 2.0687 1.6355 -2.8844
C -4.5724 0.5022 -1.7973
C -3.6834 -1.7433 -0.4005
C -5.3001 0.0297 -0.7026
C -1.1135 -0.7557 1.7890
C 1.4733 2.7215 1.6447
C 0.6725 2.7127 0.4546
C 0.8659 1.5708 -1.9333
H 0.1954 3.5769 -2.3884
H 0.7659 -3.1735 2.5700
H 1.2033 -3.3208 0.8530
H -0.9629 -1.9877 -1.0538
H -1.3424 -1.9316 -3.9827
H 3.4602 1.7469 2.1001
H -1.3886 2.5562 2.3134
H 4.5580 -0.6800 0.7550
H 3.6047 -1.7493 -0.3020
H 1.3026 3.3295 2.5333
H -4.9066 1.3735 -2.3605
H 2.5192 2.6339 -2.8322
H -2.2364 0.7205 0.5169
H -5.4070 -1.4741 0.8548
H 3.8052 -1.8604 3.8758
H 1.7347 1.4406 -3.9058
H -0.0057 -1.3798 3.6560
H -0.5328 2.3082 -3.4037
H -1.0972 2.5368 -1.7317
H -6.2187 0.5322 -0.3991
H 4.5171 -2.4335 1.0670
H 3.2341 0.7212 -0.4290
H -0.6243 0.1717 -1.2211
H 0.9760 -0.5884 -1.4565
H -3.3194 -2.6276 0.1256
H 0.0555 1.2578 4.2349
H 2.3476 -3.8522 2.1105
H -2.8419 0.2021 -3.0668
H 2.3161 -1.0128 4.3683
H -0.2227 3.3003 0.2549
H -1.9155 -3.0852 -2.0438
H 3.6543 -0.1001 3.6416
H -1.3544 -1.7097 1.3175
H 2.8269 0.8904 -2.6236
```

The molar mass comes out at 440.5 g/mol. The HOMO-LUMO gap is 0.270 Eh. The calculation puts the HOMO energy at -11.70 eV. The spin multiplicity is 1. The charge is +1. The calculation puts the energy above the lowest of the compared OMol25 structures with the same formula, charge and spin at 0.0000 eV.



2.
C4H8O2 | wB97M-V/def2-TZVPD

XYZ file:
```
14
Properties=species:S:1:pos:R:3
O 1.2514 0.6096 0.3798
O -1.1559 -0.6278 -0.4245
C -0.4823 -1.0593 0.7432
C -0.2281 -0.1200 -1.3762
C 0.4952 1.0573 -0.7289
C 0.3486 0.0736 1.3380
H 0.9312 -0.2725 2.1981
H 1.0342 1.7774 -1.3378
H -0.8061 0.2536 -2.2210
H 0.1651 -1.9183 0.5045
H -0.3282 0.8784 1.6628
H 0.4087 -0.9557 -1.7237
H -0.2913 1.7728 -0.4364
H -1.2494 -1.3880 1.4548
```

The molar mass comes out at 88.1 g/mol. The HOMO-LUMO gap is 0.386 Eh. The calculation puts the HOMO energy at -9.40 eV. The spin multiplicity is 1. The charge is 0. As for the SMILES: C1COCCO1. The calculation puts the energy above the lowest of the compared OMol25 structures with the same formula, charge and spin at 1.7471 eV.



3.
C20H16ClN6O8RbS2 | wB97M-V/def2-TZVPD

XYZ file:
```
54
Properties=species:S:1:pos:R:3
Rb 0.8871 2.0158 -0.8457
Cl -5.6969 -0.2249 -1.9982
S 1.0228 -0.3759 3.1087
S 5.6936 0.6194 -0.9355
O 2.4223 3.5598 0.7705
O 1.2738 4.6339 -0.3479
O 0.0901 4.2298 -0.1875
O -5.2690 -0.0005 -4.9002
O -3.3425 0.5249 -5.8610
O -1.0442 1.2516 -5.1556
O 0.1695 1.4088 -3.2882
O 3.6123 5.2165 1.2074
N -3.2504 0.6337 -1.2657
N -2.0413 0.9747 -1.7531
N 0.7143 -1.3630 0.6253
N 3.4440 4.0373 1.3748
N 4.4856 -0.4154 1.3079
N 4.6127 -1.8054 -0.3214
C 0.7651 -4.0284 1.4433
C -3.7480 0.8133 2.9101
C -2.1377 0.9193 -3.0694
C -0.8921 1.2258 -3.8905
C -4.6615 1.0804 0.6972
C 0.8173 -3.0085 2.3696
C 4.9035 -0.5211 0.0191
C 4.4502 0.8255 2.0732
C 0.6407 -2.3750 -0.2508
C 4.0123 -2.4910 0.7350
C -2.5417 0.3952 2.3621
C -3.4585 0.5272 -3.4712
C -2.3959 0.3063 0.9855
C 3.9402 -1.6218 1.7492
C -4.8047 1.1469 2.0757
C -4.0951 0.3283 -4.8202
C -4.1151 0.3555 -2.2757
C 0.6870 -3.7159 0.0838
C 0.8273 -1.6450 1.9524
C -3.4550 0.6547 0.1555
H 3.5220 -1.7201 2.7385
H 0.7824 -5.0660 1.7621
H 3.6741 -3.5118 0.6551
H -5.7459 1.4843 2.4936
H -2.3411 0.8551 -5.5872
H 0.5320 -2.0846 -1.2954
H -1.4595 -0.0385 0.5605
H 5.1906 0.7998 2.8775
H 4.7178 -2.1283 -1.2610
H 3.4542 0.9478 2.4962
H 4.6752 1.6544 1.4109
H -1.6948 0.1397 2.9900
H -5.4818 1.3682 0.0578
H -3.8569 0.8953 3.9858
H 0.8593 -3.2079 3.4312
H 0.6501 -4.4800 -0.6839
```

The molar mass comes out at 653.4 g/mol. The HOMO-LUMO gap is 0.238 Eh. The calculation puts the HOMO energy at -2.44 eV. The spin multiplicity is 1. The charge is -2. The calculation puts the energy above the lowest of the compared OMol25 structures with the same formula, charge and spin at 1.8218 eV.



4.
C23H38FN3O | wB97M-V/def2-TZVPD

XYZ file:
```
66
Properties=species:S:1:pos:R:3
F 8.2132 1.2360 -2.1972
O -2.0964 2.6298 0.4787
N -3.6320 -1.6145 1.0958
N 3.0047 -0.0659 -0.8849
N -0.9777 -0.9047 0.3124
C -6.1068 -1.4345 1.0621
C 1.9635 0.8270 -1.3556
C -4.8490 -1.7812 1.8702
C 4.9466 1.3538 -0.6244
C -3.1062 2.1942 1.3583
C -7.4747 -0.1172 2.7218
C -1.2912 -2.2511 0.7579
C 4.3225 0.2594 -1.2473
C 1.3629 -1.6918 -0.1341
C -2.9721 0.7304 1.7793
C 2.5853 -1.4422 -1.0193
C 6.2520 1.6721 -0.9633
C 4.2477 2.1563 0.4314
C 5.0495 -0.5054 -2.1596
C 0.7123 0.6608 -0.5002
C -2.4805 -2.2340 1.7172
C 6.3563 -0.1936 -2.4842
C -6.7247 -0.0690 1.3922
C 6.9372 0.9062 -1.8866
C -2.1619 -0.3708 -0.3431
C -3.3188 -0.2652 0.6528
C -7.6744 0.3615 0.2759
C 0.2014 -0.7859 -0.5504
H -3.1087 2.8274 2.2596
H 0.9478 0.9010 0.5378
H 4.5865 -1.3554 -2.6356
H -8.1311 1.3204 0.5105
H -2.7372 -3.2685 1.9636
H -6.8209 -0.4378 3.5294
H -0.0651 -1.0367 -1.5959
H 3.4026 -2.0904 -0.6954
H -7.8683 0.8654 2.9727
H 1.0905 -2.7429 -0.2301
H -6.8662 -2.1991 1.2367
H -5.9278 0.6765 1.4740
H 6.7494 2.5086 -0.4965
H 3.7777 3.0429 0.0051
H -1.9470 0.5455 2.1068
H 1.6257 -1.4862 0.9044
H -0.0468 1.3559 -0.8557
H -2.1865 -1.7292 2.6528
H -5.8437 -1.4777 0.0044
H -7.1419 0.4580 -0.6678
H -1.2439 2.4380 0.8866
H 4.9630 2.4897 1.1801
H -2.4761 -1.0242 -1.1766
H -1.5372 -2.9084 -0.0953
H -4.0463 2.3591 0.8252
H 2.3176 1.8560 -1.3096
H 6.9142 -0.7846 -3.1930
H 3.4810 1.5536 0.9105
H -4.8320 -1.2072 2.8120
H -3.6415 0.5645 2.6253
H -0.4403 -2.6699 1.2949
H -4.1910 0.1106 0.1099
H 1.7131 0.6049 -2.4083
H -4.8854 -2.8390 2.1454
H -8.4666 -0.3733 0.1487
H 2.3240 -1.6972 -2.0616
H -1.9540 0.6204 -0.7407
H -8.3078 -0.8148 2.6608
```

The molar mass comes out at 391.6 g/mol. The HOMO-LUMO gap is 0.323 Eh. The calculation puts the HOMO energy at -8.06 eV. The spin multiplicity is 1. The charge is 0. As for the SMILES: Cc1cc(F)ccc1N1CCC(N2CCN(CCC(C)C)[C@@H](CCO)C2)CC1. The calculation puts the energy above the lowest of the compared OMol25 structures with the same formula, charge and spin at 0.0000 eV.



5.
C2H4FNOS | wB97M-V/def2-TZVPD

XYZ file:
```
10
Properties=species:S:1:pos:R:3
S -0.2713 -1.8839 0.7061
F 1.4315 -2.0451 0.5566
O -0.8022 -1.9344 -0.6200
N 0.0155 1.0866 0.4245
C -0.1213 1.0178 -1.0159
C 0.0387 0.2276 1.3029
H 0.1453 0.5504 2.3431
H -0.0099 2.1620 -1.2215
H -1.1130 0.4239 -1.0943
H 0.6866 0.3951 -1.3815
```

The molar mass comes out at 109.1 g/mol. The HOMO-LUMO gap is 0.319 Eh. The calculation puts the HOMO energy at -8.56 eV. The spin multiplicity is 1. The charge is 0. The calculation puts the energy above the lowest of the compared OMol25 structures with the same formula, charge and spin at 2.5637 eV.



6.
C4H10BNO | wB97M-V/def2-TZVPD

XYZ file:
```
17
Properties=species:S:1:pos:R:3
O -0.9748 2.6184 0.8864
N 0.2486 0.4333 0.7035
C 0.8135 -2.0209 0.2926
C -1.9144 0.8393 -0.8212
C 1.6232 0.4521 0.8804
C 0.9190 -0.5134 0.0043
B -0.8983 1.4987 0.1707
H -2.7972 1.5478 -0.9509
H 1.0131 -0.3468 -1.0168
H 1.8342 -2.5488 0.3470
H -1.7615 3.0041 1.1696
H 2.0642 0.2389 1.9178
H -1.3185 0.7752 -1.7636
H 0.1845 -2.6871 -0.4741
H 0.3030 -2.2499 1.1534
H 2.0809 1.2759 0.4334
H -2.2961 -0.1620 -0.6492
```

The molar mass comes out at 98.9 g/mol. The HOMO-LUMO gap is 0.333 Eh. The calculation puts the HOMO energy at -8.56 eV. The spin multiplicity is 1. The charge is 0. As for the SMILES: CB(O)N1C[C@H]1C. The calculation puts the energy above the lowest of the compared OMol25 structures with the same formula, charge and spin at 1.4601 eV.



7.
C6H13NO3S2 | wB97M-V/def2-TZVPD

XYZ file:
```
25
Properties=species:S:1:pos:R:3
S -3.8638 0.0424 -0.0394
S -2.6578 1.5742 0.2529
O -3.1847 -1.1330 0.5547
O -5.2592 0.0779 0.2673
O -3.8733 -0.1894 -1.6735
N -0.8568 -0.9720 -0.1102
C 0.1512 -1.2866 0.5467
C 1.7999 -0.1830 -1.1059
C 1.8503 1.2832 0.9165
C 1.5557 -0.9765 0.1489
C 1.7127 1.2904 -0.6842
C 2.2172 -0.0963 1.3021
H 1.8792 -0.5136 2.3127
H -4.8146 -0.0372 -1.8401
H -1.8826 -1.0435 0.3350
H 0.1758 -1.7864 1.5682
H 1.9330 -1.9264 0.0292
H 2.2976 1.9918 -1.2170
H 2.5755 1.9584 1.1778
H 1.2078 -0.3796 -1.9850
H 2.8437 -0.3379 -1.3752
H -0.7291 -0.3199 -0.8969
H 0.8636 1.5689 1.3657
H 3.3037 -0.3855 1.3010
H 0.7551 1.7800 -1.1513
```

The molar mass comes out at 211.3 g/mol. The HOMO-LUMO gap is 0.312 Eh. The calculation puts the HOMO energy at -8.41 eV. The spin multiplicity is 1. The charge is 0. The calculation puts the energy above the lowest of the compared OMol25 structures with the same formula, charge and spin at 0.4199 eV.



8.
C60H110F6N20P | wB97M-V/def2-TZVPD

XYZ file:
```
197
Properties=species:S:1:pos:R:3
P -0.2481 0.7903 0.1681
F -1.3009 1.0385 -1.0999
F 0.7492 0.0748 -0.7980
F 0.5290 0.3624 1.4692
F -1.2781 1.5029 1.1997
F 0.4187 2.2633 -0.1186
F -1.0391 -0.6340 0.3997
N -5.1749 1.3741 -1.2081
N -4.5942 -1.6750 3.9795
N 4.1240 -4.1711 -2.4069
N 2.0480 5.9759 1.5156
N -5.7663 2.6603 -2.9058
N 0.1674 3.4024 -6.4550
N -0.5115 -2.3061 -3.4204
N 3.3891 -5.7004 3.7854
N 0.7254 5.8417 -0.2977
N 3.8745 -5.7029 -4.0775
N 4.3653 2.9089 0.4956
N -3.1684 -6.9078 1.7119
N 0.7518 3.0246 -4.3591
N -1.3355 -6.0164 0.8018
N -1.8261 2.6749 5.6738
N -3.2232 3.5731 4.2039
N 5.8782 4.5305 -0.0240
N 1.1243 -1.5986 -4.8910
N 3.3996 -3.4588 3.8258
N -5.8690 -3.0771 5.2340
C 5.0235 3.5777 -0.5185
C 4.7140 -4.6850 -4.5208
C 0.2795 -3.3689 -3.8824
C 3.3887 1.8490 0.3619
C 3.9966 -3.8311 2.6132
C 0.8936 -0.6990 -7.1149
C -6.6012 1.6256 -2.8085
C -2.7386 -6.0537 0.7562
C 5.7927 4.4160 1.3901
C -2.0778 -7.4641 2.3007
C -4.8532 2.5527 -1.8490
C -0.2824 3.2257 -5.2019
C -2.0286 2.8007 8.1940
C 3.5781 -5.4160 -2.7685
C -1.1577 2.8001 4.4032
C -0.5063 3.6562 -7.6528
C 1.2920 -2.9576 -4.7324
C -2.0769 3.2905 3.5196
C 0.6633 2.7209 -2.9077
C 3.9362 -5.2476 2.6130
C 0.3797 4.8285 0.5516
C -1.6006 -2.4621 -2.4868
C 3.0240 -2.2637 -1.1709
C 0.1633 6.1327 -1.5132
C 0.0300 -4.0980 0.8100
C 2.2468 6.6958 3.8942
C -6.6401 -3.4461 6.4364
C 7.9664 4.6217 -1.3438
C 6.7595 5.4169 -0.7568
C 4.9097 -3.7780 -3.4969
C -1.2871 2.2059 6.9536
C -4.7682 -2.9028 3.2964
C -5.9410 3.7860 -3.7440
C 1.9078 3.1173 -5.0761
C -3.8375 -0.5563 3.3953
C -0.2869 2.4950 -8.6603
C 3.1742 -7.1146 4.1778
C -5.2185 -1.8737 5.1857
C 3.8858 -3.5534 -1.0819
C -5.6389 -3.7528 4.0204
C 1.9091 -1.5497 3.3877
C -4.5041 3.9386 3.7063
C -6.2513 0.7542 -1.8200
C 1.8072 -0.7607 -5.8609
C 1.5697 3.4910 -6.3380
C 1.7778 6.5416 0.2925
C -5.2465 3.5119 -5.1754
C 3.3388 -6.7679 -4.8676
C 3.0796 -4.6373 4.5468
C -4.4773 0.9120 -0.0098
C 0.0028 -1.2091 -4.1669
C -0.8900 -6.9185 1.7847
C -0.4957 -5.2194 -0.0603
C 2.9755 6.5956 2.5875
C 3.0332 -2.1136 4.2539
C -4.5845 -7.2254 1.9832
C 1.2462 4.8067 1.6186
C -2.3503 -0.8401 3.7094
C 4.8431 3.4173 1.7298
C -3.0865 3.0381 5.4928
H 1.6294 -0.5887 3.8195
H 2.2994 -6.6202 -5.1606
H -4.8798 -7.6164 1.0095
H 2.2043 -1.3075 2.3668
H 2.1758 7.4410 -0.1537
H -4.5526 5.0085 3.5033
H 2.0551 3.9400 -7.1919
H -0.1021 2.5818 4.3362
H -5.2548 0.7274 0.7314
H 2.7053 -2.2497 5.2844
H 3.9513 6.1105 2.6138
H -3.7648 1.6419 0.3743
H -4.2424 -3.0751 2.3688
H -2.1707 -0.9203 4.7815
H 1.9549 0.2690 -5.5352
H 0.3038 -5.8271 -0.4843
H -1.3990 1.1260 6.8574
H -5.6491 4.6903 -3.2100
H 0.9548 5.9139 -2.2299
H -4.0729 3.2887 -1.7229
H 1.9496 -2.4397 -1.2239
H 0.6445 -1.6661 -7.5517
H 3.9003 -6.9357 -5.7867
H -6.0499 -4.1766 6.9897
H -0.3967 2.8789 -2.7086
H -4.0354 -0.6635 2.3287
H 1.5311 7.5149 3.8245
H -4.2073 0.4122 3.7318
H -0.7157 -3.3439 1.0620
H -7.5671 -3.9588 6.1797
H 0.1448 -7.0938 2.0392
H -2.2773 -1.6149 -2.5976
H -2.0764 -3.4358 -2.6035
H -3.9969 -0.0590 -0.1300
H -0.2551 7.1382 -1.5575
H 6.9860 6.1683 -0.0004
H 2.8037 -5.9881 -2.2791
H -2.1480 -8.2038 3.0844
H -3.2820 -5.3708 0.1199
H 5.4743 -2.8645 -3.3822
H 2.0875 -3.5336 -5.1817
H 6.4181 5.0229 2.0280
H 0.8871 1.6992 -2.6011
H 3.3709 -1.7681 -0.2642
H -1.5717 3.8665 -7.5594
H 4.3423 -6.0034 1.9570
H 3.3445 -7.6849 -4.2784
H -5.3460 3.6233 4.3226
H -1.0740 -4.9520 -0.9447
H 1.0391 -2.2038 3.3296
H -0.8609 1.5932 -8.4471
H -1.3375 3.0727 -5.0293
H 4.5059 2.9019 2.6169
H -3.0110 2.4493 8.5097
H -1.4382 2.5433 9.0734
H 2.5886 -7.1704 5.0955
H 0.0430 -0.0610 -6.8747
H 0.7499 2.2338 -8.8723
H 3.3398 -4.2963 -0.5004
H 2.8179 2.9971 -4.5070
H -0.2316 2.4277 7.1114
H 3.9228 0.9346 0.6203
H 4.8475 -3.3450 -0.6131
H -2.1252 -1.8017 3.2480
H -6.9187 -2.5706 7.0227
H 1.6593 5.7863 4.0197
H -0.7234 5.5477 -1.7576
H -6.0479 -4.7206 3.7703
H 1.0016 -3.7563 0.4533
H 4.3952 -3.1156 1.9092
H -7.0047 3.9837 -3.8767
H 2.7367 -1.2237 -6.1923
H -5.2861 -1.0807 5.9157
H 5.0088 3.2809 -1.5568
H -0.6699 2.7783 -9.6406
H 8.8003 5.1365 -1.8209
H -4.2248 3.1403 -5.0972
H 1.5207 -0.2009 -7.8543
H 3.3138 -1.6673 -2.0360
H 3.8959 -1.4476 4.2719
H 2.5299 1.8717 1.0328
H -5.2397 -6.4711 2.4189
H -5.7247 2.7171 -5.7478
H 2.6621 -7.5088 3.3000
H -7.3724 1.5527 -3.5611
H 5.2012 -4.6641 -5.4844
H -5.2172 4.4357 -5.7532
H -4.6784 3.4782 2.7338
H 8.4862 4.0355 -0.5859
H -0.3978 -0.2074 -4.2168
H 1.3809 4.1785 2.4868
H -4.6447 -8.1038 2.6259
H 3.0919 1.8373 -0.6868
H 2.9006 6.8686 4.7492
H -3.8148 2.9527 6.2857
H -6.6230 -0.1922 -1.4559
H 2.6583 -4.7085 5.5387
H -0.1516 4.6174 -8.0247
H 4.0771 -7.7199 4.2581
H -0.4406 4.1917 0.2549
H 3.1440 7.6445 2.3435
H 0.0615 -4.3803 -3.5724
H 1.1970 3.4859 -2.3438
H 7.7730 3.7987 -2.0319
H -1.9872 3.4313 2.4526
H -1.6656 -0.0331 3.4483
H 6.1213 5.7775 -1.5635
H 0.3792 -4.4772 1.7704
H -2.1004 3.8807 8.3220
H -1.3139 -2.3431 -1.4419
```

The molar mass comes out at 1256.6 g/mol. The HOMO-LUMO gap is 0.342 Eh. The calculation puts the HOMO energy at -25.59 eV. The spin multiplicity is 1. The charge is +9. The calculation puts the energy above the lowest of the compared OMol25 structures with the same formula, charge and spin at 9.3733 eV.



Which value of charge does entry 5 give? 0



Look up the spin multiplicity of the seventh one. 1